[1]
{
  "formula": "C15H24F9N3O12",
  "method": "ωB97M-V with the def2-TZVPD basis set",
  "orbital_gap_ha": 0.3861,
  "total_energy_ev": -69432.693,
  "charge": 0,
  "symbols": ["F", "F", "F", "F", "F", "F", "F", "F", "F", "O", "O", "O", "O", "O", "O", "O", "O", "O", "O", "O", "O", "N", "N", "N", "C", "C", "C", "C", "C", "C", "C", "C", "C", "C", "C", "C", "C", "C", "C", "H", "H", "H", "H", "H", "H", "H", "H", "H", "H", "H", "H", "H", "H", "H", "H", "H", "H", "H", "H", "H", "H", "H", "H"],
  "coordinates": [[11.249, 7.167, -13.891], [7.869, 10.428, -6.153], [11.926, 5.050, -13.594], [10.350, 9.680, -12.029], [7.682, 9.778, -4.064], [9.960, 11.729, -11.580], [8.864, 10.668, -13.178], [10.904, 6.129, -11.979], [9.583, 9.420, -5.215], [8.329, 12.645, -4.397], [8.998, 8.401, -7.912], [10.297, 11.457, -3.955], [5.953, 4.857, -12.200], [7.908, 5.207, -11.263], [7.836, 8.873, -11.193], [7.942, 10.845, -10.065], [14.094, 6.842, -13.122], [7.389, 4.844, -7.776], [11.044, 8.117, -7.467], [9.086, 3.644, -8.439], [13.037, 7.066, -11.034], [7.047, 5.391, -12.165], [10.025, 7.832, -8.076], [7.861, 3.906, -8.425], [10.101, 6.731, -9.105], [6.844, 10.500, -9.256], [8.560, 10.245, -4.999], [6.186, 11.837, -9.041], [14.317, 7.237, -10.372], [7.388, 6.391, -13.260], [8.264, 10.010, -11.049], [11.762, 6.263, -13.025], [14.062, 7.547, -8.821], [6.932, 2.984, -9.156], [13.061, 6.771, -12.406], [11.057, 12.579, -3.623], [9.418, 10.579, -11.988], [11.779, 12.131, -2.330], [9.039, 11.581, -4.433], [9.113, 6.272, -9.142], [13.363, 8.372, -8.682], [14.891, 8.063, -10.791], [7.429, 2.089, -9.530], [11.725, 12.811, -4.453], [10.354, 7.367, -9.953], [5.304, 11.646, -8.429], [13.609, 6.673, -8.352], [6.511, 3.459, -10.042], [10.822, 5.999, -8.742], [6.697, 7.234, -13.265], [12.326, 11.190, -2.394], [7.270, 5.792, -14.163], [6.795, 12.533, -8.464], [14.937, 6.359, -10.560], [10.497, 13.507, -3.503], [7.068, 10.006, -8.310], [6.096, 9.898, -9.773], [6.161, 2.635, -8.469], [14.969, 7.828, -8.286], [8.446, 6.653, -13.284], [5.814, 12.365, -9.919], [12.452, 12.937, -2.038], [11.058, 12.076, -1.514]]
}

***

[2]
{
  "formula": "C15H24IN2O8P3",
  "method": "ωB97M-V with the def2-TZVPD basis set",
  "orbital_gap_ha": 0.2696,
  "total_energy_ev": -71266.554,
  "charge": 0,
  "symbols": ["I", "P", "P", "P", "O", "O", "O", "O", "O", "O", "O", "O", "N", "N", "C", "C", "C", "C", "C", "C", "C", "C", "C", "C", "C", "C", "C", "C", "C", "H", "H", "H", "H", "H", "H", "H", "H", "H", "H", "H", "H", "H", "H", "H", "H", "H", "H", "H", "H", "H", "H", "H", "H"],
  "coordinates": [[3.284, 3.803, 0.348], [3.267, -0.591, 2.685], [2.792, 1.239, -1.960], [2.806, 1.530, 2.525], [4.359, -0.734, 4.022], [4.106, -1.251, 1.350], [-0.080, 2.149, -0.309], [0.130, 3.469, 1.717], [2.062, -1.490, 3.024], [4.502, 1.386, -1.769], [-1.662, -2.015, -1.309], [2.107, 2.645, -2.674], [2.605, 0.058, -3.056], [0.869, -2.855, -3.503], [-0.474, -1.381, -1.847], [-3.748, -1.741, 2.296], [-0.420, 0.212, -1.662], [-4.245, 0.708, 1.392], [0.590, 2.666, 0.859], [-0.127, -0.139, 0.976], [-1.696, -0.204, 1.265], [0.292, 0.716, -0.315], [-4.807, -0.594, 2.030], [2.086, 1.995, 0.833], [-2.247, -1.531, 1.913], [-0.272, -1.859, -3.395], [1.924, 0.873, -0.312], [-2.731, 0.921, 1.010], [-5.258, 1.939, 1.109], [0.449, -1.817, -1.291], [1.123, 2.517, -2.724], [-1.539, -2.401, 2.167], [4.085, 2.198, 2.622], [0.223, -1.229, 0.790], [0.576, -3.742, -3.040], [-6.315, 1.703, 1.484], [3.433, -1.853, 0.930], [2.240, -0.206, -0.103], [-5.889, -0.766, 2.345], [1.053, -3.086, -4.493], [3.793, -0.491, 4.800], [-4.874, 2.803, 1.779], [-1.337, -2.890, -0.973], [-4.097, -2.718, 2.797], [0.101, 0.630, -2.609], [-1.195, -2.384, -3.821], [4.869, 0.504, -2.043], [-1.501, 0.608, -1.711], [0.384, 0.181, 1.953], [2.060, -0.706, -2.621], [-0.024, -0.946, -4.057], [-2.407, 1.922, 0.576], [-5.225, 2.247, -0.001]]
}